(1)
{"formula": "C24H34O18S", "method": "wB97M-V/def2-TZVPD", "energy_ha": -2687.39754, "homo_ev": -10.783, "max_force_ev_per_a": 5.8, "orbital_gap_ev": 9.40, "charge": 0, "smiles": "O=C1C=C(CCCCS(=O)(=O)O)C(=O)O1.C[C@@H]1COC(=O)O1.C[C@@H]1COC(=O)O1.C[C@@H]1COC(=O)O1.C[C@@H]1COC(=O)O1", "lumo_ev": -1.38, "species": ["O", "C", "C", "C", "C", "C", "C", "C", "S", "O", "O", "O", "C", "O", "O", "H", "H", "H", "H", "H", "H", "H", "H", "H", "H", "C", "C", "C", "O", "C", "O", "O", "H", "H", "H", "H", "H", "H", "C", "C", "C", "O", "C", "O", "O", "H", "H", "H", "H", "H", "H", "C", "C", "C", "O", "C", "O", "O", "H", "H", "H", "H", "H", "H", "C", "C", "C", "O", "C", "O", "O", "H", "H", "H", "H", "H", "H"], "positions_angstrom": [[-0.6891, -1.0843, 1.6472], [-1.1200, -0.6767, 2.7417], [-1.9221, 0.6896, 2.8187], [-2.4038, 0.7180, 4.1606], [-3.3247, 1.8638, 4.7833], [-4.2356, 2.5769, 3.6519], [-5.6498, 1.8703, 3.4241], [-5.5806, 0.4514, 2.6785], [-6.9256, -0.7141, 3.2834], [-8.1693, -0.3139, 2.5439], [-6.4845, -2.1203, 2.9105], [-7.0910, -0.6826, 4.9419], [-1.9253, -0.5843, 4.9316], [-2.3170, -0.8726, 6.0670], [-1.0653, -1.2688, 4.0291], [-2.1124, 1.4663, 1.9963], [-2.7108, 2.6285, 5.3874], [-3.9900, 1.3375, 5.5661], [-3.6623, 2.7729, 2.6774], [-4.4663, 3.6259, 4.0747], [-6.2548, 2.5679, 2.7325], [-6.2608, 1.7473, 4.3757], [-4.6082, -0.1230, 2.8275], [-5.6993, 0.6012, 1.5507], [-6.4732, -1.3050, 5.3865], [0.2003, -3.9176, 0.7259], [-0.2238, -4.7215, -0.4842], [-0.2396, -6.2040, -0.2484], [0.0274, -6.7260, -1.5451], [0.7346, -5.7735, -2.2147], [1.2904, -5.9520, -3.2586], [0.7289, -4.5904, -1.5380], [1.2516, -4.0983, 0.9693], [0.1077, -2.8508, 0.5200], [-0.4132, -4.1554, 1.5974], [-1.1913, -4.3656, -0.8543], [-1.2065, -6.5546, 0.1162], [0.5442, -6.5465, 0.4347], [1.1052, 1.0958, -0.7714], [-0.1636, 1.6800, -1.3523], [-0.0217, 3.1056, -1.7972], [-1.3431, 3.6133, -1.6332], [-1.9299, 2.8693, -0.6590], [-2.9713, 3.1425, -0.1283], [-1.1824, 1.7726, -0.3571], [1.3674, 1.5797, 0.1732], [0.9623, 0.0353, -0.5484], [1.9421, 1.1937, -1.4658], [-0.5359, 1.0426, -2.1617], [0.2949, 3.1840, -2.8377], [0.6585, 3.6932, -1.1736], [4.2015, 2.0390, -5.6502], [2.9322, 2.8616, -5.5899], [2.9095, 4.0076, -6.5597], [2.0760, 4.9542, -5.8999], [2.1805, 4.7060, -4.5651], [1.7692, 5.4307, -3.7062], [2.8179, 3.5246, -4.3325], [5.0620, 2.6179, -5.3044], [4.1218, 1.1738, -4.9875], [4.3959, 1.6816, -6.6638], [2.0563, 2.2153, -5.7145], [2.4832, 3.7253, -7.5238], [3.8920, 4.4610, -6.7238], [5.6914, -3.0403, 0.3847], [5.3854, -1.5621, 0.4974], [3.9230, -1.2600, 0.6515], [3.8109, 0.0312, 0.0634], [4.8184, 0.1362, -0.8476], [4.9058, 1.0097, -1.6612], [5.7108, -0.8838, -0.7143], [5.2964, -3.4537, -0.5473], [6.7721, -3.2009, 0.3634], [5.2756, -3.5979, 1.2267], [5.9735, -1.1147, 1.3061], [3.6137, -1.2345, 1.6978], [3.2732, -1.9511, 0.1050]]}

=====

(2)
{"formula": "C24H35AlCl3N4OPSiTe", "method": "wB97M-V/def2-TZVPD", "energy_ha": -3751.47323, "homo_ev": -14.324, "max_force_ev_per_a": 0.9, "orbital_gap_ev": 8.88, "charge": 2, "lumo_ev": -5.45, "species": ["Al", "Cl", "Si", "Cl", "Cl", "C", "N", "C", "P", "O", "N", "C", "C", "N", "C", "C", "H", "H", "H", "H", "H", "H", "H", "H", "H", "H", "H", "H", "H", "H", "H", "H", "H", "H", "Te", "C", "C", "C", "C", "C", "C", "C", "C", "C", "C", "C", "C", "H", "H", "H", "H", "H", "H", "H", "H", "H", "H", "C", "C", "C", "C", "N", "C", "C", "H", "H", "H", "H", "H", "H", "H"], "positions_angstrom": [[-1.1412, 0.0428, 0.1542], [-2.8971, 1.0646, 1.0001], [-2.7359, 1.1173, -1.5202], [-3.2310, 3.0409, -1.8586], [-4.3396, -0.0443, -2.0053], [1.1287, -3.2040, -3.6421], [0.2175, -2.2597, -2.9785], [-1.2027, -2.4482, -3.3033], [0.7176, -0.8495, -2.3651], [0.0085, -0.5908, -1.0352], [2.2995, -0.8773, -2.0419], [3.2974, -0.5145, -3.0597], [2.8098, -1.7437, -0.9654], [0.3358, 0.3585, -3.3821], [0.5036, 1.7561, -2.9524], [0.3476, 0.1690, -4.8424], [0.9529, -4.2126, -3.2676], [2.1660, -2.9441, -3.4466], [0.9674, -3.2044, -4.7237], [-1.5388, -3.4242, -2.9487], [-1.3640, -2.4020, -4.3831], [-1.8156, -1.6769, -2.8362], [2.8495, 0.0819, -3.8515], [3.7515, -1.4029, -3.5048], [4.0847, 0.0759, -2.5929], [2.0016, -2.0541, -0.3050], [3.5468, -1.1984, -0.3778], [3.2871, -2.6360, -1.3770], [0.5114, 1.8361, -1.8660], [-0.3205, 2.3606, -3.3363], [1.4394, 2.1746, -3.3328], [0.4938, -0.8782, -5.0995], [1.1552, 0.7488, -5.2953], [-0.5960, 0.5026, -5.2746], [0.9515, 1.0570, 1.5722], [1.1458, 3.0405, 0.9197], [2.4170, 3.5979, 0.9402], [2.5560, 4.9427, 0.6199], [1.4409, 5.7010, 0.2859], [0.1754, 5.1256, 0.2651], [0.0178, 3.7837, 0.5826], [0.3535, 1.4944, 3.5371], [1.2997, 1.2452, 4.5269], [1.0076, 1.5981, 5.8388], [-0.2140, 2.1842, 6.1448], [-1.1488, 2.4253, 5.1428], [-0.8705, 2.0829, 3.8259], [3.2856, 3.0084, 1.2053], [3.5400, 5.3972, 0.6380], [1.5579, 6.7496, 0.0402], [-0.6922, 5.7229, 0.0092], [-0.9690, 3.3365, 0.5747], [2.2528, 0.7894, 4.2892], [1.7402, 1.4205, 6.6161], [-0.4382, 2.4591, 7.1686], [-2.0987, 2.8863, 5.3825], [-1.5994, 2.2885, 3.0510], [-3.1521, -5.1032, 3.0462], [-2.5763, -3.9060, 2.3465], [-1.7556, -2.9949, 3.0064], [-1.2509, -1.9066, 2.3323], [-1.5080, -1.6847, 1.0302], [-2.2998, -2.5661, 0.3793], [-2.8380, -3.6670, 0.9962], [-2.9883, -5.0621, 4.1208], [-2.6880, -6.0166, 2.6638], [-4.2227, -5.1834, 2.8543], [-1.5171, -3.1239, 4.0554], [-0.6346, -1.1816, 2.8492], [-2.4993, -2.3651, -0.6691], [-3.4712, -4.3399, 0.4290]]}

=====

(3)
{"formula": "C24H35BrFeN7O3S", "method": "wB97M-V/def2-TZVPD", "multiplicity": 6, "energy_ha": -5779.94441, "homo_ev": [-14.064, -14.063], "max_force_ev_per_a": 1.0, "orbital_gap_ev": [7.78, 5.82], "charge": 2, "s2": 8.760, "lumo_ev": [-6.29, -8.25], "species": ["Fe", "Br", "C", "C", "C", "C", "C", "N", "C", "O", "O", "H", "H", "H", "C", "C", "N", "C", "C", "C", "O", "C", "C", "C", "C", "N", "C", "H", "H", "H", "H", "H", "H", "H", "H", "H", "H", "H", "H", "H", "H", "C", "S", "C", "H", "H", "H", "H", "H", "H", "C", "N", "C", "N", "C", "N", "C", "N", "C", "C", "H", "H", "H", "H", "H", "H", "H", "H", "H", "H", "H", "H"], "positions_angstrom": [[-0.1604, -0.1613, 0.2055], [2.0623, -0.3706, -2.4128], [2.8619, -0.0979, -0.7167], [4.2295, -0.0514, -0.5366], [4.6996, 0.0843, 0.7668], [3.8081, 0.1577, 1.8301], [2.4615, 0.1104, 1.5421], [2.0049, -0.0105, 0.2926], [1.3607, 0.1079, 2.5680], [1.5549, 0.1383, 3.7392], [0.1561, 0.0299, 1.9717], [4.9043, -0.1342, -1.3764], [5.7662, 0.1113, 0.9475], [4.1311, 0.2376, 2.8590], [4.0585, 5.7678, -3.1173], [2.6457, 5.8820, -3.6737], [1.7293, 4.8405, -3.1740], [1.3410, 3.7964, -4.1143], [2.4997, 2.8643, -4.4510], [1.3369, 4.9493, -1.8941], [1.6910, 5.8524, -1.1545], [0.3502, 3.9719, -1.2766], [-0.7190, 4.5464, -0.5962], [-1.5680, 3.7484, 0.1476], [-1.3107, 2.3991, 0.2092], [-0.2773, 1.8220, -0.4358], [0.5462, 2.6077, -1.1615], [4.6755, 6.5588, -3.5430], [4.5116, 4.8085, -3.3733], [4.0532, 5.8865, -2.0362], [2.6551, 5.8086, -4.7602], [2.2307, 6.8495, -3.3928], [0.9959, 4.2806, -5.0293], [0.4980, 3.2394, -3.7085], [3.2569, 3.3768, -5.0434], [2.1431, 2.0107, -5.0295], [2.9794, 2.4975, -3.5412], [-0.8570, 5.6191, -0.6408], [-2.3942, 4.1713, 0.7015], [-1.9222, 1.7493, 0.8202], [1.3913, 2.1309, -1.6314], [-3.8918, 0.8413, -0.4593], [-2.7921, -0.5887, -0.4148], [-3.7440, -1.6583, 0.6878], [-4.8296, 0.5162, -0.9049], [-3.4389, 1.5989, -1.0928], [-4.0668, 1.2286, 0.5427], [-3.9721, -1.1368, 1.6144], [-3.1745, -2.5573, 0.8973], [-4.6573, -1.9369, 0.1662], [-0.2920, -2.8620, 1.3357], [-0.3088, -4.2965, 1.3645], [-1.0916, -4.8277, 0.2443], [-0.5250, -4.3839, -1.0320], [-0.5186, -2.9496, -1.0980], [0.2861, -2.3350, 0.0324], [1.6820, -2.9105, -0.0752], [1.6584, -4.3477, -0.0218], [1.0690, -4.7883, 1.2478], [0.8539, -4.8740, -1.1288], [0.3173, -2.4931, 2.1601], [-1.3028, -2.4701, 1.4458], [-2.1296, -4.5025, 0.3236], [-1.0634, -5.9148, 0.2839], [-1.5393, -2.5810, -1.0492], [-0.0701, -2.6373, -2.0429], [2.2780, -2.5286, 0.7550], [2.1173, -2.5984, -1.0206], [1.6610, -4.3978, 2.0764], [1.0700, -5.8754, 1.2910], [0.8561, -5.9615, -1.0916], [1.2856, -4.5521, -2.0777]]}